No. 1
127
Properties=species:S:1:pos:R:3:mulliken_charge:R:1 method="wB97M-V/def2-TZVPD" charge=-2 fmax_ev_per_a=0.5 spin_multiplicity=1
Y 1.2641 0.9439 0.2878 -0.063
C -0.4419 4.9188 -0.3474 -0.663
C -0.4687 5.1040 1.0272 -0.285
C 0.6616 5.5656 1.6862 -0.145
C 1.8127 5.8464 0.9649 -0.230
C 1.8511 5.6370 -0.4071 -0.251
C 0.7218 5.1712 -1.0633 -0.360
H -1.3170 4.5391 -0.8635 0.429
H -1.3508 4.8417 1.5967 0.289
H 0.6583 5.6355 2.7647 0.329
H 2.7031 6.1809 1.4841 0.372
H 2.7715 5.7802 -0.9598 0.250
H 0.7657 4.9652 -2.1255 0.257
C -4.1289 -0.7386 -5.3036 -2.045
C -2.9055 -1.6534 -5.3687 2.223
C -2.2864 -1.5260 -6.7676 -1.709
C -3.3835 -3.0976 -5.1619 -1.660
C -1.8700 -1.2979 -4.3045 -0.729
C -2.0164 -0.2432 -3.4155 -0.345
C -1.0663 -0.0098 -2.4378 0.414
Se -1.3040 1.4932 -1.2658 0.126
C -2.4611 0.7001 0.0321 0.110
C -3.8249 0.7240 -0.1917 -0.659
C -4.7062 0.1051 0.6824 -0.716
C -4.1385 -0.5387 1.7827 -0.158
C -2.7763 -0.5834 2.0454 -0.358
C -1.8700 0.0747 1.1569 0.231
O -0.5893 0.1038 1.3458 0.352
C -2.2284 -1.3844 3.2260 2.925
C -3.3343 -1.9836 4.0989 -2.682
C -1.4040 -2.5516 2.6633 -1.354
C -1.3641 -0.4969 4.1315 -1.523
C -6.2059 0.1250 0.3961 2.343
C -6.4807 -0.5501 -0.9553 -1.709
C -6.7081 1.5742 0.3407 -1.741
C -7.0104 -0.6139 1.4664 -2.332
C 0.0903 -0.8118 -2.2687 -0.195
O 0.8890 -0.6070 -1.2713 -0.065
C 0.3033 -1.8174 -3.2543 0.671
C -0.6931 -2.0381 -4.1954 -0.634
C 1.5553 -2.7078 -3.3146 2.500
C 2.7043 -2.2539 -2.4107 -1.833
C 2.1084 -2.7227 -4.7516 -1.934
C 1.1689 -4.1384 -2.9099 -1.795
H -4.8517 -1.0353 -6.0682 0.459
H -3.8590 0.3034 -5.4824 0.362
H -4.6203 -0.8005 -4.3311 0.293
H -3.0177 -1.7835 -7.5397 0.471
H -1.4264 -2.1871 -6.8803 0.306
H -1.9437 -0.5044 -6.9398 0.328
H -4.1268 -3.3704 -5.9172 0.464
H -3.8336 -3.2107 -4.1745 0.323
H -2.5545 -3.8026 -5.2314 0.312
H -2.8764 0.4123 -3.4601 0.346
H -4.1900 1.2315 -1.0783 0.382
H -4.7977 -1.0409 2.4747 0.571
H -3.9711 -2.6736 3.5406 0.425
H -3.9653 -1.2095 4.5420 0.419
H -2.8712 -2.5455 4.9136 0.484
H -2.0553 -3.2300 2.1056 0.332
H -0.9312 -3.1149 3.4723 0.370
H -0.6306 -2.1903 1.9884 0.022
H -1.9668 0.3020 4.5697 0.331
H -0.5551 -0.0389 3.5740 -0.194
H -0.9398 -1.0927 4.9452 0.539
H -5.9657 -0.0336 -1.7661 0.346
H -7.5521 -0.5506 -1.1778 0.463
H -6.1264 -1.5822 -0.9444 0.350
H -6.1897 2.1418 -0.4324 0.299
H -6.5322 2.0752 1.2940 0.360
H -7.7803 1.6039 0.1237 0.471
H -6.7207 -1.6640 1.5304 0.385
H -8.0745 -0.5718 1.2195 0.441
H -6.8740 -0.1631 2.4508 0.436
H -0.5436 -2.8490 -4.8986 0.251
H 2.9955 -1.2215 -2.6081 0.329
H 3.5692 -2.8957 -2.6060 0.416
H 2.4575 -2.3212 -1.3554 0.023
H 2.3694 -1.7104 -5.0653 0.366
H 1.4033 -3.1304 -5.4759 0.361
H 3.0138 -3.3342 -4.7884 0.493
H 0.7809 -4.1479 -1.8902 0.273
H 2.0445 -4.7931 -2.9487 0.489
H 0.4013 -4.5492 -3.5698 0.279
C 1.9128 1.2992 4.1547 -0.241
C 1.2066 2.3753 3.3540 0.383
O 0.6765 3.3207 3.9294 -0.762
O 1.2579 2.2378 2.0724 -0.171
H 1.6117 1.3409 5.1991 0.360
H 2.9931 1.4483 4.0848 0.285
H 1.7063 0.3167 3.7359 -0.505
C 1.5831 1.9848 -3.3905 -0.419
C 2.7051 2.3908 -2.4902 -0.001
C 3.9317 2.8789 -2.8827 -1.130
C 4.6704 3.1093 -1.6938 -1.120
C 3.8445 2.7615 -0.6473 0.345
C 4.1552 2.9434 0.8065 -0.029
N 2.6302 2.3113 -1.1188 1.366
H 1.7030 2.4587 -4.3677 0.541
H 0.6132 2.3011 -2.9963 -0.273
H 1.5299 0.9051 -3.5509 -0.243
H 4.2495 3.0340 -3.9046 0.455
H 5.6803 3.4840 -1.6000 0.451
H 5.2319 2.8562 0.9618 0.340
H 3.6759 2.2002 1.4449 -0.480
H 3.8362 3.9251 1.1679 -0.173
C 5.7215 -1.6166 6.6995 -1.553
C 5.1791 -1.4333 5.3066 0.889
C 3.9577 -1.9713 4.9294 -1.076
C 3.4421 -1.8040 3.6489 0.888
C 2.1062 -2.3985 3.3203 -1.190
C 4.1570 -1.0622 2.6925 0.288
Se 3.4600 -0.8529 0.9167 -0.548
C 5.4091 -0.5361 3.0558 1.226
C 6.2777 0.2426 2.1029 -2.109
C 5.8884 -0.7261 4.3490 -0.910
H 4.9833 -2.0936 7.3452 0.335
H 5.9905 -0.6589 7.1506 0.337
H 6.6193 -2.2409 6.7027 0.322
H 3.3756 -2.5323 5.6548 0.192
H 1.7132 -2.9659 4.1659 0.239
H 2.1693 -3.0434 2.4418 0.399
H 1.3882 -1.6187 3.0590 -0.037
H 5.8659 0.2417 1.0973 0.323
H 7.2842 -0.1827 2.0753 0.499
H 6.3674 1.2815 2.4286 0.329
H 6.8529 -0.2968 4.6099 0.356

No. 2
141
Properties=species:S:1:pos:R:3:mulliken_charge:R:1 method="wB97M-V/def2-TZVPD" charge=+1 fmax_ev_per_a=4.4 spin_multiplicity=1
C -0.3069 4.9367 -3.6609 -0.907
C -0.7349 5.8727 -2.3732 -0.331
C 0.2871 5.7027 -1.0694 -0.309
C -0.0921 6.7133 0.1672 -0.619
C -0.7293 5.9379 1.4903 -0.590
C -1.7427 4.6994 1.0665 0.788
C -3.0000 4.6622 2.1207 -0.825
C -4.3173 3.8356 1.5926 -0.417
C -3.9881 2.2084 1.6740 -0.662
C -3.4064 1.6190 0.2450 -0.267
C -1.9486 0.8543 0.4222 -0.424
C -2.0739 -0.6318 1.1180 -0.208
C -1.9385 -1.8733 0.0523 -0.724
C -0.8552 -3.0446 0.5481 0.221
C 0.1629 -3.2732 -0.7201 -1.059
C 1.6177 -3.9534 -0.3049 -0.445
C 2.3025 -3.4914 1.0677 -0.377
C 2.4887 -1.9774 1.5322 -0.960
I 1.5841 -0.2980 0.5449 0.218
C 1.9677 -1.8747 3.1275 -0.001
C 2.6825 -0.5211 3.7583 -0.884
O 3.6581 -4.1481 1.1207 -0.100
C 4.5035 -3.7348 -0.0017 -0.549
C 3.7192 -3.2704 -1.3574 0.348
C 4.6559 -2.9305 -2.6522 -0.085
C 5.2462 -1.3638 -2.5927 -0.657
N 2.5397 -4.1579 -1.5338 0.215
C 2.6948 -5.6019 -1.8006 -0.367
Cl 1.0605 -6.1816 -2.5863 -0.062
C 3.7568 -6.1668 -2.8901 0.027
C 3.5826 -5.5485 -4.4325 -0.780
Cl 5.5121 -6.3495 -2.3336 -0.128
H -0.3050 3.7869 -3.3613 0.159
H 0.7705 5.2724 -4.0067 0.272
H -1.0337 5.1276 -4.5676 0.311
H -1.8342 5.5556 -2.0724 0.134
H -0.7273 6.9974 -2.7140 0.301
H 0.3932 4.5615 -0.7436 0.025
H 1.3591 6.0291 -1.4717 0.385
H 0.8912 7.2525 0.5256 0.289
H -0.8226 7.5494 -0.2482 0.305
H -1.2691 6.7165 2.1827 0.321
H 0.1796 5.4784 2.0997 0.239
H -1.0820 3.7140 1.1121 -0.227
H -2.1368 4.7880 -0.0342 -0.301
H -2.6201 4.1310 3.1161 0.208
H -3.3902 5.7487 2.4164 0.350
H -5.2350 4.0152 2.3281 0.247
H -4.6392 4.1269 0.5032 0.206
H -4.9470 1.6041 2.0087 0.355
H -3.1466 2.0624 2.4798 0.259
H -3.2129 2.5753 -0.4425 0.137
H -4.2120 0.9520 -0.2786 0.262
H -1.3915 0.8222 -0.6062 0.271
H -1.3076 1.5337 1.1560 -0.049
H -1.2302 -0.6885 1.9433 0.057
H -3.1001 -0.6712 1.6996 0.312
H -1.6175 -1.3820 -0.9857 0.305
H -3.0215 -2.3162 -0.1470 0.316
H -1.4635 -4.0307 0.8364 0.401
H -0.3252 -2.6277 1.5047 -0.315
H 0.3161 -2.3000 -1.3945 0.390
H -0.3982 -4.0391 -1.4437 0.253
H 1.2537 -5.0714 -0.0572 0.364
H 1.7199 -4.0530 1.9552 0.534
H 3.6492 -1.7069 1.6464 0.355
H 2.4560 -2.7978 3.6937 0.184
H 0.8013 -1.8329 3.2089 0.234
H 3.5571 -0.0943 3.1091 0.240
H 1.8620 0.3385 3.8108 0.263
H 3.1504 -0.7380 4.8342 0.319
H 5.3177 -4.5687 -0.1474 0.327
H 5.1064 -2.7753 0.3767 -0.035
H 3.2724 -2.1836 -1.1219 -0.393
H 5.6089 -3.5873 -2.7894 0.232
H 3.9335 -2.9212 -3.5991 0.130
H 4.6435 -0.6728 -1.8700 0.217
H 5.1472 -0.8831 -3.6794 0.345
H 6.3806 -1.3369 -2.2227 0.040
H 1.9643 -3.7458 -2.3313 0.842
H 2.9276 -6.2126 -0.8000 0.454
H 3.4131 -7.3046 -3.0560 0.471
H 4.5776 -5.0433 -4.8145 0.265
H 2.7614 -4.6886 -4.3213 0.216
H 3.1306 -6.3182 -5.1894 0.279
C 7.4888 -5.9347 4.3201 -1.097
C 7.4990 -7.0215 5.0943 0.403
C 6.2434 -7.7562 5.4130 0.903
O 6.2868 -8.7626 6.1117 -0.590
C 4.9809 -7.2309 4.8702 -0.699
C 4.9705 -6.1420 4.0989 0.242
C 6.2291 -5.4239 3.7578 0.953
O 6.1897 -4.4365 3.0314 -0.524
O 3.7872 -5.6414 3.5876 -0.514
O 8.6788 -7.5061 5.6285 -0.561
H 8.3942 -5.3923 4.0786 0.429
H 4.0737 -7.7640 5.1242 0.470
H 4.0433 -4.8522 3.0622 0.153
H 8.4234 -8.2986 6.1490 0.351
C -7.8834 2.4707 -1.2009 -0.707
C -9.0325 1.8558 -1.4877 0.138
C -9.2825 1.2724 -2.8348 0.867
O -10.3406 0.6967 -3.0629 -0.618
C -8.2323 1.4183 -3.8548 -0.893
C -7.0847 2.0363 -3.5688 0.324
C -6.8240 2.5951 -2.2139 0.872
O -5.7521 3.1415 -1.9758 -0.601
O -6.0945 2.1794 -4.5235 -0.589
O -10.0339 1.7373 -0.5415 -0.573
H -7.6875 2.8973 -0.2252 0.634
H -8.4341 1.0055 -4.8348 0.430
H -5.3649 2.6581 -4.0728 0.332
H -10.7609 1.2533 -0.9904 0.363
C 10.6271 0.3220 0.9368 -0.837
C 9.4780 -0.2929 0.6500 0.326
C 9.2279 -0.8763 -0.6971 0.844
O 8.1698 -1.4520 -0.9252 -0.517
C 10.2782 -0.7304 -1.7171 -0.962
C 11.4258 -0.1124 -1.4312 0.410
C 11.6865 0.4464 -0.0762 0.881
O 12.7584 0.9928 0.1619 -0.587
O 12.4159 0.0306 -2.3858 -0.555
O 8.4766 -0.4114 1.5962 -0.552
H 10.8229 0.7486 1.9124 0.437
H 10.0763 -1.1433 -2.6972 0.428
H 13.1455 0.5094 -1.9352 0.354
H 7.7495 -0.8954 1.1473 0.281
C -12.3065 5.8600 1.1666 -0.775
C -11.2838 5.4069 0.4388 0.353
C -11.4595 5.0278 -0.9905 0.966
O -10.4970 4.6326 -1.6390 -0.576
C -12.8057 5.1411 -1.5731 -0.982
C -13.8289 5.5909 -0.8442 0.380
C -13.6472 5.9959 0.5767 0.891
O -14.6029 6.4229 1.2158 -0.601
O -15.0973 5.6973 -1.3847 -0.563
O -10.0213 5.2739 0.9871 -0.581
H -12.1924 6.1412 2.2059 0.423
H -12.9231 4.8453 -2.6078 0.435
H -15.6609 6.0472 -0.6605 0.350
H -9.4566 4.9298 0.2613 0.296

No. 3
171
Properties=species:S:1:pos:R:3:mulliken_charge:R:1 method="wB97M-V/def2-TZVPD" charge=+1 fmax_ev_per_a=4.3 spin_multiplicity=1
C 6.2205 0.8787 0.7034 -0.962
Si 4.7218 0.9509 -0.4555 0.120
C 3.8492 -0.7169 -0.2869 -1.219
C 3.6349 2.4503 -0.0798 -0.503
C 2.1042 2.2078 -0.2990 -0.574
C 1.4496 3.3694 -1.0957 -0.784
C 0.0126 3.6703 -0.6279 -0.156
C -0.5397 4.9913 -1.1905 -0.509
C -2.0672 4.9663 -1.4630 -0.797
C -2.3367 3.9637 -2.6042 -0.064
C -3.6458 4.1970 -3.3497 -1.508
N -4.8425 4.1123 -2.4765 0.146
Cl -5.6219 5.5674 -2.1389 -0.049
C -5.2311 2.8990 -2.0646 0.237
N -4.5859 1.7852 -2.4082 -0.496
C -5.2353 0.7737 -1.8130 0.511
C -4.7564 -0.6392 -1.9620 -0.532
N -4.6970 -1.0671 -3.3730 -0.612
N -6.2726 1.2681 -1.1479 0.867
C -7.2026 0.4153 -0.4271 0.246
C -6.9046 0.5464 1.1108 0.209
C -5.4997 0.0452 1.5207 -0.771
O -5.9633 1.5060 1.4373 -0.424
N -6.3031 2.6204 -1.2743 -0.326
C -7.3605 3.3921 -0.6464 -1.161
C -8.5498 3.5398 -1.6575 -0.330
C -9.8467 3.0312 -1.0534 0.160
O -10.1590 3.3508 0.0816 -0.529
N -10.7158 2.2006 -1.8402 -0.268
C -10.5866 0.8060 -1.4873 -0.519
C -10.8014 0.3361 -0.2036 -0.049
C -10.6770 -0.9925 0.1038 -0.647
C -10.3493 -1.9307 -0.8574 -0.501
C -10.1420 -1.4649 -2.1388 -0.553
C -10.2642 -0.1333 -2.4405 0.094
C 5.4713 0.9924 -2.2010 0.659
C 5.9239 -0.1851 -2.7702 -0.697
C 6.4907 -0.2122 -4.0219 -0.176
C 6.6325 0.9512 -4.7547 -0.500
C 6.2021 2.1263 -4.1855 -0.526
C 5.6175 2.1607 -2.9434 -0.542
H 6.7785 1.8216 0.6476 0.331
H 6.8840 0.0850 0.3330 0.353
H 5.9456 0.6388 1.7344 0.208
H 3.2230 -0.8148 0.6081 0.359
H 4.6365 -1.4784 -0.1910 0.382
H 3.2758 -0.9915 -1.1810 0.372
H 3.8489 2.7990 0.9370 0.422
H 3.9267 3.2486 -0.7757 0.247
H 1.6281 2.1636 0.6905 0.321
H 1.9380 1.2390 -0.7829 0.380
H 2.0995 4.2506 -1.0597 0.356
H 1.4086 3.0354 -2.1434 0.186
H 0.0580 3.7172 0.4703 0.371
H -0.5936 2.7946 -0.8919 0.034
H -0.2704 5.8344 -0.5466 0.491
H -0.0632 5.1566 -2.1671 0.054
H -2.3417 5.9929 -1.7389 0.472
H -2.5988 4.6632 -0.5507 0.209
H -2.2910 2.9525 -2.1892 0.147
H -1.5124 4.0301 -3.3254 0.578
H -3.6073 5.2159 -3.7497 0.451
H -3.7759 3.5553 -4.2273 0.389
H -5.3361 -1.3748 -1.4012 0.462
H -3.7317 -0.6607 -1.5631 0.255
H -5.4843 -1.6870 -3.5583 0.216
H -4.8191 -0.2296 -3.9347 0.311
H -7.1150 -0.6343 -0.6788 0.481
H -8.2226 0.8037 -0.4875 -1.129
H -7.7203 0.3485 1.8030 0.514
H -5.3757 0.1100 2.5968 0.471
H -4.7021 0.1299 0.7908 0.277
H -7.0277 4.3568 -0.2746 0.763
H -7.7889 2.8858 0.2220 0.297
H -8.6347 4.5440 -2.0805 0.488
H -8.3380 2.8720 -2.5064 0.328
H -11.6803 2.4714 -1.6648 0.394
H -11.0722 1.0243 0.5941 0.411
H -10.8387 -1.3639 1.1134 0.399
H -10.2799 -2.9818 -0.6003 0.464
H -9.9095 -2.1987 -2.9073 0.373
H -10.1088 0.1796 -3.4715 0.482
H 5.8729 -1.1368 -2.2435 0.282
H 6.8461 -1.1340 -4.4775 0.358
H 7.0893 0.9481 -5.7390 0.397
H 6.3390 3.0506 -4.7458 0.356
H 5.2769 3.0946 -2.5020 0.240
C 1.9248 9.5569 -3.8319 -1.414
C 1.5983 8.1584 -3.3328 0.500
C 2.3653 7.1001 -4.1111 -1.194
O 0.1935 7.9199 -3.4517 -0.502
H 1.6442 9.6665 -4.8833 0.355
H 1.3627 10.3043 -3.2707 0.335
H 2.9892 9.7741 -3.7324 0.380
H 1.8419 8.0814 -2.2721 0.271
H 2.0986 7.1320 -5.1713 0.337
H 2.1159 6.1013 -3.7478 0.230
H 3.4427 7.2447 -4.0200 0.379
H -0.0404 7.9850 -4.3837 0.332
C 4.9488 -0.9099 4.5995 -1.261
C 4.7835 0.5749 4.8778 0.263
C 3.5964 0.8289 5.7931 -1.236
O 4.6038 1.2773 3.6464 -0.481
H 4.0648 -1.3123 4.0990 0.254
H 5.7972 -1.0847 3.9356 0.359
H 5.1077 -1.4697 5.5230 0.426
H 5.6921 0.9687 5.3360 0.324
H 2.6692 0.4814 5.3319 0.273
H 3.4794 1.8992 5.9804 0.361
H 3.7209 0.3172 6.7481 0.425
H 3.8034 0.9387 3.2298 0.275
C -0.3614 1.0967 6.4380 -1.224
C -0.1321 0.0061 7.4746 0.360
C -0.6434 0.4297 8.8433 -1.318
O 1.2588 -0.2976 7.5526 -0.477
H 0.1761 2.0087 6.7121 0.301
H 0.0163 0.7834 5.4632 0.282
H -1.4224 1.3346 6.3414 0.416
H -0.6373 -0.9093 7.1619 0.282
H -0.1150 1.3207 9.1933 0.343
H -0.4660 -0.3570 9.5773 0.327
H -1.7125 0.6479 8.8175 0.389
H 1.7221 0.5007 7.8283 0.342
C 3.8795 -6.0981 5.0083 -1.466
C 3.7133 -4.6099 5.2701 0.834
C 2.5314 -4.3350 6.1886 -1.484
O 3.5279 -3.9205 4.0327 -0.481
H 2.9913 -6.5067 4.5163 0.413
H 4.7250 -6.2777 4.3442 0.315
H 4.0449 -6.6464 5.9373 0.368
H 4.6258 -4.2130 5.7192 0.151
H 1.6005 -4.6856 5.7329 0.339
H 2.4197 -3.2626 6.3615 0.324
H 2.6550 -4.8319 7.1522 0.376
H 2.7258 -4.2594 3.6217 0.302
C -6.3923 -6.0492 -4.5263 -1.385
C -6.4226 -4.9445 -3.4837 0.421
C -7.6054 -5.1065 -2.5406 -1.126
O -6.4960 -3.6703 -4.1335 -0.496
H -7.2972 -6.0259 -5.1399 0.360
H -5.5453 -5.9160 -5.1998 0.344
H -6.3150 -7.0313 -4.0590 0.375
H -5.4935 -4.9538 -2.9122 0.283
H -8.5487 -5.0536 -3.0923 0.306
H -7.6204 -4.3019 -1.8016 0.169
H -7.5645 -6.0609 -2.0149 0.424
H -7.3122 -3.6459 -4.6450 0.318
C 7.6170 -5.7836 -5.4542 -1.331
C 7.1403 -4.3396 -5.4832 0.407
C 7.8403 -3.5492 -6.5787 -1.169
O 7.3835 -3.7267 -4.2163 -0.514
H 8.6898 -5.8314 -5.2482 0.358
H 7.1134 -6.3364 -4.6602 0.316
H 7.4233 -6.2838 -6.4044 0.372
H 6.0615 -4.3126 -5.6440 0.263
H 8.9202 -3.5267 -6.4081 0.310
H 7.4954 -2.5139 -6.5843 0.265
H 7.6532 -3.9836 -7.5619 0.394
H 8.3336 -3.7421 -4.0574 0.340
C 8.1265 -4.8895 4.8144 -1.116
C 7.9532 -6.3253 5.2877 0.487
C 9.2974 -7.0106 5.4791 -1.417
O 7.1720 -7.0522 4.3396 -0.530
H 8.6403 -4.8609 3.8496 0.346
H 7.1547 -4.4126 4.6736 0.201
H 8.7025 -4.3027 5.5320 0.367
H 7.3987 -6.3372 6.2276 0.272
H 9.8484 -7.0489 4.5353 0.357
H 9.1578 -8.0404 5.8104 0.338
H 9.9077 -6.4868 6.2165 0.374
H 7.6462 -7.0529 3.5012 0.340

Calculated E_tot (eV), listed in the same order as above: -195416.531 -123428.459 -103337.751